# 1
2 unconnected molecules or ions with the total composition C5H8N2O4. Source: the OMol25 dataset; level of theory: ωB97M-V/def2-TZVPD.

Calculated values
E_HOMO = -0.325 Eh
LUMO energy = 0.113 eV
Kohn-Sham gap = 8.96 eV
SMILES string = C=C(C)[N+](=O)[O-].C=C=[N+]([O-])O
DFT total energy = -16475.392 eV

Positions of all 19 atoms, in Å:
C (2.0566, 0.8068, -1.9137)
C (1.5264, 0.1868, -0.8633)
C (1.7314, -1.2658, -0.4401)
N (0.7517, 1.0064, 0.1359)
O (0.1893, 1.9427, -0.2941)
O (0.6974, 0.5697, 1.2701)
H (1.7946, 1.8265, -2.0924)
H (2.6088, 0.2291, -2.6940)
H (1.4982, -1.5189, 0.6074)
H (2.6169, -1.7372, -0.9319)
H (1.0540, -1.9934, -0.9640)
C (-2.1019, -0.8068, 2.5039)
C (-2.1378, -0.2101, 1.3811)
N (-1.9992, 0.2277, 0.1783)
O (-1.3858, -0.3281, -0.7957)
O (-2.6618, 1.4209, -0.1484)
H (-1.4722, -0.4111, 3.3126)
H (-2.5181, -1.6999, 2.7077)
H (-2.2484, 1.7548, -0.9596)

Cartesian forces (eV/Å) of the 2 atoms listed first:
-0.37 -1.24 -0.24
0.96 -1.22 0.60

# 2
14 unconnected molecules or ions with the total composition C5H41N2O13. Source: the OMol25 dataset; level of theory: ωB97M-V/def2-TZVPD.

Calculated values
E_HOMO (alpha / beta) = -0.592 / -0.592 Eh
LUMO energy (alpha / beta) = -5.388 / -9.809 eV
Kohn-Sham gap (alpha / beta) = 10.72 / 6.30 eV
Charge = +2
Spin multiplicity = 2
DFT total energy = -35431.437 eV

Positions of all 61 atoms, in Å:
N (-1.6851, 0.0776, -1.2838)
C (-1.0510, 1.1843, -2.0153)
C (0.3262, 0.8339, -2.5964)
N (1.3645, 0.9494, -1.5882)
C (3.5133, 1.5409, -0.8860)
C (2.6883, 1.5480, -2.1470)
C (3.2159, 0.4465, -3.0712)
H (-2.6774, -0.1041, -1.5178)
H (-1.2682, -0.8418, -1.5592)
H (-1.6314, 0.3183, -0.2854)
H (-0.9824, 2.0546, -1.3192)
H (-1.7289, 1.5464, -2.8306)
H (0.3391, 1.3785, -3.5482)
H (0.4575, -0.2775, -2.6933)
H (1.0443, 1.1742, -0.6348)
H (3.0941, 2.0561, -0.0348)
H (4.4691, 2.1460, -1.1074)
H (3.9893, 0.5830, -0.7506)
H (2.5736, 2.5820, -2.6386)
H (3.4384, -0.4599, -2.5408)
H (2.5730, 0.1528, -3.9236)
H (4.1023, 0.9084, -3.4722)
H (0.9653, 2.9164, 1.1621)
H (0.2468, 1.6018, 1.3836)
O (0.3955, 2.2712, 0.6902)
H (-0.8935, 3.4113, 0.5880)
H (-1.6921, 4.8427, 0.6509)
O (-1.7253, 3.8944, 0.4838)
H (-1.0518, -3.1147, -3.1653)
H (-1.7180, -1.8900, -3.8195)
O (-1.1656, -2.1487, -3.0711)
H (0.1673, -0.1856, 3.8742)
H (-0.3391, 0.6719, 4.9953)
O (-0.4254, 0.5916, 4.0349)
H (2.7835, 3.6949, 2.3010)
H (2.0051, 3.0296, 3.4582)
O (1.8983, 3.5994, 2.6865)
H (0.3963, -5.6632, -1.3854)
H (0.3882, -4.5615, -0.5446)
O (0.6183, -4.7204, -1.4753)
H (-2.4360, -2.3167, 3.5277)
H (-2.2538, -3.8928, 3.5795)
O (-2.6543, -3.1552, 3.1133)
H (-2.9540, -3.4417, 0.4144)
H (-4.2726, -3.3517, 1.0811)
O (-3.8887, -3.4438, 0.1971)
H (1.8688, -1.5081, -0.2462)
H (1.8543, -1.5637, 1.3344)
O (1.6195, -2.0346, 0.5165)
H (-1.1702, -0.7054, 1.9963)
H (-1.7274, 0.5930, 2.4393)
O (-1.5572, 0.1266, 1.5945)
H (-1.4837, -2.6856, 1.2726)
H (-0.0052, -2.1542, 0.9638)
O (-0.6809, -2.3291, 1.6592)
H (-2.7969, 2.9771, -1.0034)
H (-3.8564, 3.7635, -1.8682)
O (-3.0838, 3.1836, -1.9008)
H (0.2328, -2.3898, 3.0811)
H (1.4098, -1.9493, 4.2883)
O (0.8178, -1.7611, 3.5562)

Cartesian forces (eV/Å) of the 2 atoms listed first:
-0.56 -1.07 -0.22
-0.54 1.46 -1.01

# 3
A molecular structure, C12H23F7N3PSSiTeTi. Source: the OMol25 dataset; level of theory: ωB97M-V/def2-TZVPD.

Calculated values
E_HOMO (alpha / beta) = -0.648 / -0.655 Eh
LUMO energy (alpha / beta) = -10.968 / -12.109 eV
Kohn-Sham gap (alpha / beta) = 6.66 / 5.72 eV
Charge = +3
Spin multiplicity = 2
DFT total energy = -94701.747 eV

Positions of all 50 atoms, in Å:
Ti (0.0423, 0.6553, 0.0539)
C (-0.4507, 1.9099, 4.2158)
Si (0.9425, 1.1512, 3.2729)
C (1.8976, 2.4035, 2.2961)
C (2.0513, 0.0737, 4.2996)
N (0.1407, 0.0432, 1.9615)
C (-0.5068, -1.0806, 2.3126)
C (-0.6520, -1.6092, 3.6350)
C (-1.3426, -2.7752, 3.8352)
C (-1.9220, -3.4740, 2.7607)
C (-1.8211, -2.9922, 1.4403)
C (-1.1357, -1.8409, 1.2889)
F (-0.9818, -1.2635, 0.0360)
H (-0.0138, 2.4850, 5.0381)
H (-1.1236, 1.1766, 4.6628)
H (-1.0416, 2.6016, 3.6150)
H (2.4732, 2.9846, 3.0234)
H (1.2694, 3.1181, 1.7644)
H (2.6220, 1.9752, 1.6005)
H (3.0256, 0.5562, 4.4056)
H (2.2203, -0.9210, 3.8920)
H (1.6476, -0.0409, 5.3077)
H (-0.2155, -1.0883, 4.4741)
H (-1.4487, -3.1691, 4.8367)
H (-2.4602, -4.3946, 2.9444)
H (-2.2680, -3.5105, 0.6024)
F (0.8937, 2.0665, -0.5228)
P (-0.5778, 0.5328, -3.6838)
F (-1.2315, -0.8323, -3.7345)
F (0.9269, 0.6353, -3.6581)
F (-0.7865, 0.9316, -5.1384)
F (-0.2957, 0.0939, -1.8523)
F (-1.3377, 1.6774, -3.0553)
N (-3.6326, 3.3157, -0.3960)
C (-2.3470, 3.1386, -0.1760)
N (-1.4454, 3.9807, -0.6361)
S (-1.9019, 1.7721, 0.8477)
H (-3.9925, 4.1353, -0.8691)
H (-4.3116, 2.6712, -0.0177)
H (-1.7095, 4.8197, -1.1375)
H (-0.4676, 3.8622, -0.4129)
C (3.5743, -1.1917, 1.3445)
Te (2.4654, -0.9243, -0.4429)
C (3.7036, 0.6225, -1.2146)
H (3.6541, -0.2564, 1.8890)
H (4.5588, -1.5394, 1.0382)
H (3.0887, -1.9592, 1.9398)
H (4.6667, 0.1711, -1.4415)
H (3.8103, 1.4114, -0.4756)
H (3.2534, 1.0081, -2.1248)

Cartesian forces (eV/Å) of the 2 atoms listed first:
0.35 -0.21 -0.41
-0.05 0.03 0.03

# 4
6 unconnected molecules or ions with the total composition H13O6. Source: the OMol25 dataset; level of theory: ωB97M-V/def2-TZVPD.

Calculated values
E_HOMO = -0.542 Eh
LUMO energy = -2.898 eV
Kohn-Sham gap = 11.84 eV
Charge = +1
DFT total energy = -12489.259 eV

Positions of all 19 atoms, in Å:
O (-2.5832, 3.3463, -1.3772)
H (-2.8427, 4.2663, -1.4392)
H (-3.3079, 2.8901, -1.6332)
O (-1.8707, 2.4659, 1.1548)
H (-2.5705, 2.7508, 1.8480)
H (-2.2290, 2.6614, 0.2668)
O (-0.3091, 0.5066, 1.8271)
H (-0.7010, 1.4731, 1.3380)
H (0.5656, 0.5477, 2.2645)
O (0.8944, -2.7933, -0.6564)
H (1.8393, -3.0950, -0.9025)
H (0.5818, -3.6261, -0.1691)
O (3.6972, -3.1687, -0.7472)
H (4.4965, -2.5167, -0.7259)
H (3.9907, -3.8737, -0.1708)
O (0.3681, -0.3765, -0.2830)
H (0.2483, -1.3315, -0.3577)
H (-0.0534, -0.0979, -1.1310)
H (-0.2145, -0.0288, 0.8939)

Cartesian forces (eV/Å) of the 2 atoms listed first:
3.42 1.88 1.53
0.14 0.38 0.01

# 5
A molecular structure, C4H7NO. Source: the OMol25 dataset; level of theory: ωB97M-V/def2-TZVPD.

Calculated values
E_HOMO (alpha / beta) = -0.229 / -0.228 Eh
LUMO energy (alpha / beta) = 0.983 / 0.964 eV
Kohn-Sham gap (alpha / beta) = 7.21 / 7.16 eV
DFT total energy = -7795.009 eV

Positions of all 13 atoms, in Å:
C (-1.7778, -0.4338, 0.3198)
C (-0.3622, -0.7844, 0.6549)
C (0.7781, 0.7369, -1.0571)
N (0.6305, -0.0123, 0.2031)
C (1.8890, 0.3253, 0.4607)
O (2.1406, 1.0153, -0.7454)
H (-2.1886, 0.3774, 0.9456)
H (-2.4284, -1.3031, 0.4598)
H (-1.8939, -0.1183, -0.7266)
H (-0.1274, -1.3600, 1.5426)
H (0.6766, 0.0787, -1.9218)
H (0.1581, 1.6330, -1.1331)
H (2.6412, -0.1174, 1.0959)

Cartesian forces (eV/Å) of the 2 atoms listed first:
-0.09 0.00 -0.09
0.05 -0.02 0.10

The evaluated relative energy (zero: lowest compared OMol25 entry of this formula, charge and spin) for the records listed, in turn: 225.6 16.2 9.4 29.2 106.9 kcal/mol.
The evaluated F_max for the records listed, in turn: 3.89 4.98 0.58 4.67 0.49 eV/Å.